2 unconnected molecules or ions with the total composition C4H6BrCl at a distorted geometry, computed with wB97M-V/def2-TZVPD.

The frontier orbital gap (spin up / spin down) comes out at 8.2763 / 8.3027 eV. As for the charge: 0. Its relative energy (zero: lowest compared OMol25 entry of this formula, charge and spin) is 427.00 kJ/mol.

XYZ file:
```
12
Properties=species:S:1:pos:R:3:lowdin_charge:R:1
C 1.00636 -1.59556 0.76537 -0.107
C 1.61112 -0.85297 -0.11823 -0.806
C 0.01071 0.76601 -1.00318 -0.098
C -0.24939 1.56497 0.20388 -0.591
Cl 1.37680 2.18330 0.84907 0.475
Br 3.12521 -0.71403 -1.01071 0.775
H 1.51282 -2.41414 1.15570 0.027
H -0.06755 -1.35106 1.11286 0.091
H 0.43446 1.25268 -1.84261 0.057
H -0.54280 -0.12421 -1.06566 0.035
H -0.58021 0.96246 1.09316 0.069
H -0.90772 2.33370 -0.18346 0.072
```

A gas-phase ion, C32H35N4 (charge +1) at a distorted geometry, computed with wB97M-V/def2-TZVPD.

The frontier orbital gap comes out at 5.8604 eV. As for the charge: +1. Its relative energy (zero: lowest compared OMol25 entry of this formula, charge and spin) is 80.29 kJ/mol.

XYZ file:
```
71
Properties=species:S:1:pos:R:3:lowdin_charge:R:1
C -4.14256 -2.81057 -3.17053 -0.013
N -3.17117 -2.35559 -2.20850 -0.100
C -2.32506 -1.28019 -2.35551 -0.024
C -1.44655 -1.18190 -1.27897 -0.107
C -0.37580 -0.06177 -1.17169 -0.133
C -0.09160 0.10787 0.39684 -0.144
C -0.96653 -0.00744 1.51778 -0.011
C -0.55699 0.14091 2.85867 -0.135
C 0.80611 0.49414 3.05758 -0.105
C 1.67402 0.65114 1.94473 -0.151
C 1.19561 0.50968 0.64879 -0.025
C 3.08522 1.06558 2.12002 -0.155
C 3.61905 0.71933 3.50873 -0.166
C 2.64079 1.12633 4.58290 -0.169
N 1.29565 0.67539 4.31738 -0.092
C 0.47019 0.66401 5.50340 -0.174
C -0.71899 -0.25254 5.36868 -0.164
C -1.46683 0.00304 4.04068 -0.131
N 0.81204 -0.09808 -2.10506 0.049
C 0.86790 -1.16052 -3.19523 -0.102
C 2.26746 -1.24660 -3.76660 -0.144
C 2.72891 0.02057 -4.40499 -0.148
N 2.08585 1.13072 -3.74436 0.109
C 1.19435 1.10117 -2.75226 -0.125
C 0.58558 2.45668 -2.52712 -0.122
C 1.51015 3.53575 -2.50731 -0.036
C 1.10784 4.84108 -2.21642 -0.055
C -0.24992 5.10330 -2.03648 -0.059
C -1.20085 4.09508 -2.22511 -0.048
C -0.79056 2.82039 -2.64242 -0.018
C -1.75359 -2.32670 -0.41431 -0.112
C -1.31454 -2.82761 0.82045 -0.036
C -1.97364 -3.91090 1.40292 -0.084
C -3.06804 -4.56098 0.79361 -0.074
C -3.51372 -4.08827 -0.44548 -0.017
C -2.85955 -2.99527 -1.01451 -0.165
H -4.59316 -3.73378 -2.77797 0.085
H -4.94843 -2.09644 -3.32143 0.094
H -3.65744 -3.01210 -4.12554 0.095
H -2.43312 -0.57294 -3.16514 0.127
H -0.87262 0.88595 -1.45842 0.105
H -2.04027 -0.14423 1.35900 0.130
H 1.88363 0.68900 -0.17959 0.108
H 3.20846 2.16189 1.97191 0.132
H 3.70065 0.54687 1.37121 0.118
H 4.55926 1.21990 3.71040 0.113
H 3.78557 -0.35447 3.57762 0.121
H 2.58191 2.22367 4.67249 0.135
H 2.91448 0.72788 5.57556 0.125
H 1.11391 0.36161 6.34655 0.123
H 0.14165 1.70437 5.70855 0.137
H -0.36482 -1.28301 5.39346 0.117
H -1.37994 -0.12669 6.22627 0.116
H -2.02543 0.95089 4.18367 0.129
H -2.21399 -0.79846 3.88319 0.123
H 0.50888 -2.09340 -2.78427 0.128
H 0.11308 -0.85689 -3.92953 0.132
H 2.96917 -1.50967 -2.97910 0.130
H 2.27248 -2.04348 -4.51069 0.130
H 3.80563 0.15538 -4.35035 0.135
H 2.50327 0.07002 -5.46305 0.133
H 2.40351 2.04901 -4.05111 0.150
H 2.57243 3.34848 -2.69477 0.116
H 1.85612 5.61999 -2.07413 0.117
H -0.56480 6.12522 -1.84446 0.115
H -2.26014 4.32788 -2.01799 0.125
H -1.54132 2.10330 -3.00752 0.121
H -0.46753 -2.39268 1.36221 0.110
H -1.63447 -4.28847 2.36902 0.103
H -3.54329 -5.43333 1.26117 0.110
H -4.31354 -4.62849 -0.93751 0.099
```

11 unconnected molecules or ions with the total composition C31H54N14OPS at a distorted geometry, computed with wB97M-V/def2-TZVPD.

The frontier orbital gap comes out at 4.2910 eV. As for the charge: +1.

XYZ file:
```
102
Properties=species:S:1:pos:R:3:lowdin_charge:R:1
C 4.31494 -0.61509 0.07518 -0.117
O 4.53473 0.21562 -1.11900 -0.278
C 3.42454 1.15175 -1.35677 -0.218
C 3.07060 2.11705 -0.05210 -0.160
C 2.03251 3.27522 -0.63224 -0.205
C 0.51900 3.18846 -0.00073 -0.170
C -0.22765 1.71818 -0.28046 -0.282
C -0.68714 1.12874 1.18119 -0.151
N -1.57838 -0.12051 1.09074 0.059
C -1.67517 -0.47582 -0.37671 -0.188
N -1.11623 -1.60645 -0.92071 0.219
N -2.40343 0.55049 -1.26920 0.010
C -1.60893 1.86838 -1.17966 -0.453
P -1.05729 2.49848 -2.91478 0.445
S -2.10785 1.68794 -4.34943 0.366
H 4.63907 -1.72782 -0.20652 0.104
H 5.11396 -0.26096 0.88244 0.100
H 3.21496 -0.62120 0.47612 0.092
H 2.50464 0.55523 -1.76592 0.116
H 3.75171 1.88974 -2.23506 0.141
H 2.41019 1.44286 0.67610 0.095
H 4.01876 2.55587 0.47522 0.131
H 2.51687 4.32162 -0.33059 0.125
H 2.05527 3.26506 -1.82432 0.098
H -0.15373 4.05309 -0.44382 0.099
H 0.61945 3.33510 1.15794 0.113
H 0.60520 1.06540 -0.82469 0.118
H -1.38932 1.96357 1.66530 0.128
H 0.18775 0.96677 1.94651 0.125
H -0.97901 -0.89003 1.51375 0.091
H -1.35375 -1.89380 -1.89544 0.154
H -0.38122 -2.12204 -0.34946 0.053
H -3.37419 0.67283 -0.90624 0.129
H -2.33838 2.67593 -0.73990 0.087
H -1.15437 3.96267 -2.87786 -0.024
H 0.38257 2.23160 -3.03084 -0.010
C -3.11548 -2.98151 3.00110 -0.088
C -1.85101 -2.41188 3.62334 -0.219
N -0.80206 -1.93930 4.13950 0.080
H -3.04725 -4.07163 2.94977 0.023
H -3.98451 -2.70709 3.60532 0.083
H -3.24485 -2.58487 1.99038 0.062
C 1.80286 -5.29329 -1.17956 -0.048
C 0.97940 -4.39202 -0.27392 -0.131
N 0.29628 -3.64434 0.47732 0.088
H 2.57867 -5.79814 -0.59741 0.089
H 1.15842 -6.04575 -1.64229 0.086
H 2.27731 -4.69895 -1.96522 0.085
C -3.06409 4.70340 3.29655 -0.081
C -2.83601 4.57545 1.79917 -0.164
N -2.64684 4.46934 0.55700 0.097
H -2.97321 3.72320 3.77257 0.074
H -2.32254 5.38001 3.73006 0.048
H -4.06437 5.10112 3.48858 0.080
C -4.29803 1.18819 -7.55616 -0.092
C -5.06119 1.44815 -8.84478 -0.210
N -5.69432 1.66378 -9.91375 0.082
H -3.23296 1.06649 -7.77176 0.033
H -4.42862 2.02907 -6.86951 0.072
H -4.67108 0.27770 -7.07924 0.078
C 7.90942 -0.19669 -1.42552 -0.081
C 7.89867 -1.67056 -1.05385 -0.215
N 7.88980 -2.89322 -0.74552 0.077
H 7.06272 0.02899 -2.07959 0.065
H 7.83534 0.41589 -0.52282 0.074
H 8.83813 0.04928 -1.94762 0.078
C -1.27932 6.85806 -4.15300 -0.079
C -0.74925 5.87851 -5.18743 -0.219
N -0.30949 5.06591 -6.04553 0.088
H -2.01868 7.52052 -4.61141 0.080
H -1.75080 6.31295 -3.33070 0.059
H -0.45837 7.46137 -3.75592 0.078
C 1.65291 2.54265 4.54161 -0.114
C 0.65791 3.68472 4.66883 -0.183
N -0.16750 4.63214 4.77432 0.094
H 2.12213 2.34744 5.50980 0.072
H 1.14018 1.63731 4.20531 0.059
H 2.42846 2.80305 3.81613 0.041
C -3.24907 -7.88839 4.28152 -0.067
C -3.95181 -6.74555 3.56693 -0.178
N -4.53475 -5.79748 2.97416 0.091
H -3.83101 -8.80809 4.17590 0.081
H -2.25638 -8.04349 3.85010 0.079
H -3.14289 -7.65430 5.34431 0.065
C -6.33560 -7.43120 7.11501 -0.081
C -5.07113 -6.86157 7.73726 -0.217
N -4.02219 -6.38899 8.25342 0.086
H -6.26738 -8.52133 7.06369 0.076
H -7.20464 -7.15678 7.71924 0.078
H -6.46498 -7.03457 6.10430 0.069
C 6.14260 -0.86130 3.97745 -0.072
C 5.14759 0.28077 4.10466 -0.174
N 4.32218 1.22820 4.21016 0.111
H 6.61181 -1.05650 4.94563 0.081
H 5.62987 -1.76663 3.64114 0.079
H 6.91814 -0.60089 3.25197 0.075
C 0.07571 0.82897 -8.26820 -0.050
C -0.72759 1.10349 -7.00728 -0.080
N -1.39400 1.33120 -5.96130 -0.344
H 0.77557 1.64915 -8.45028 0.082
H 0.63890 -0.10156 -8.15615 0.079
H -0.59641 0.73740 -9.12578 0.081
```

2 unconnected molecules or ions with the total composition C4H6INO at a distorted geometry, computed with wB97M-V/def2-TZVPD.

The frontier orbital gap (spin up / spin down) comes out at 7.9554 / 6.5249 eV. As for the charge: 0. Its relative energy (zero: lowest compared OMol25 entry of this formula, charge and spin) is 699.35 kJ/mol.

XYZ file:
```
13
Properties=species:S:1:pos:R:3:lowdin_charge:R:1
C -2.77581 2.37246 0.32069 -0.225
C -2.52581 1.07946 0.25516 -0.705
C -0.37732 -0.80234 0.02520 -0.349
C 2.03863 -0.92780 -0.20961 0.026
N -1.06418 -1.70777 0.33675 0.106
O 0.70777 -0.17614 -0.26821 -0.053
I -3.91887 -0.41497 0.47736 0.756
H -3.66293 2.71806 0.83748 0.027
H -2.16802 3.20981 -0.01785 0.039
H 2.95478 -0.22096 0.12857 0.137
H 2.37160 -1.12993 -1.22057 0.075
H 1.74114 -1.67369 0.45916 0.053
H -1.04195 -2.69772 0.65927 0.113
```